Record 1
The following is a DFT calculation (the ωB97M-V functional and the def2-TZVPD basis) of C4H7ClCuNO4 as an isolated structure.

Structure (ORCA input):
```
! RIJCOSX wB97M-V def2-TZVPD def2/J DEFGRID3
* xyz 0 1
Cu 0.30398 4.21066 -17.45412
Cl -2.30759 6.29277 -17.82994
O -0.97763 6.33943 -17.20838
O -2.25538 5.36392 -18.90988
O -3.22551 5.76940 -16.85887
O -2.72542 7.58410 -18.22207
C 1.16200 7.93530 -19.54982
C 0.53805 7.44590 -20.83608
C -0.89301 7.99000 -21.08526
C -1.02080 9.38119 -20.65486
N -1.06641 10.50262 -20.41335
H 2.04070 7.35584 -19.24652
H 0.47846 7.87842 -18.70326
H 1.60282 8.92091 -19.70427
H 0.46917 6.35515 -20.79567
H 1.15805 7.64404 -21.71099
H -1.62961 7.39759 -20.54541
H -1.05068 8.11336 -22.15799
*
```

As for the energy: -71093.339 eV. The HOMO energy comes out at -10.16 eV.

=====

Record 2
The following is a DFT calculation (the ωB97M-V functional and the def2-TZVPD basis) of one molecule with the formula C5H12N2.

Structure (ORCA input):
```
! RIJCOSX wB97M-V def2-TZVPD def2/J DEFGRID3
* xyz 0 1
N 3.04023 -0.54783 0.77851
C 2.00521 -0.63022 -0.16925
C 0.88406 0.08568 -0.16599
C -0.16585 -0.00425 -1.23368
C -1.52913 -0.50616 -0.73577
C -1.91505 -0.02670 0.66051
N -2.02511 1.43911 0.70286
H 3.93330 -0.76834 0.36448
H 3.07117 0.36538 1.20868
H 2.09261 -1.40559 -0.93096
H 0.77289 0.88489 0.56271
H 0.19589 -0.67344 -2.01963
H -0.32850 0.98996 -1.66587
H -2.34280 -0.14714 -1.38434
H -1.63209 -1.58573 -0.75103
H -1.18038 -0.32793 1.40540
H -2.84560 -0.54668 0.95151
H -2.76995 1.74228 0.08830
H -2.27900 1.73151 1.64103
*
```

The SMILES is N/C=C/CCCN. As for the energy: -8359.249 eV. The HOMO energy comes out at -7.99 eV.

=====

Record 3
The following is a DFT calculation (the ωB97M-V functional and the def2-TZVPD basis) of C5H7NO as an isolated structure.

Structure (ORCA input):
```
! RIJCOSX wB97M-V def2-TZVPD def2/J DEFGRID3
* xyz 0 1
O 2.25616 1.08020 0.10155
C 1.23372 0.61130 -0.27183
C -0.53921 1.37289 -0.04934
N -1.06139 0.08139 0.16824
C -0.54360 -0.73097 -0.97663
C 0.73883 -0.87488 -0.16942
C -0.08678 -0.60105 1.09292
H -1.07481 1.90240 -0.85731
H -0.65088 1.98993 0.85625
H -0.36890 -0.16609 -1.90121
H -1.18114 -1.58649 -1.18131
H 1.41948 -1.72702 -0.25161
H -0.58231 -1.40633 1.63745
H 0.44081 0.05471 1.80225
*
```

As for the energy: -8832.685 eV. The HOMO energy comes out at -8.04 eV.

=====

Record 4
The following is a DFT calculation (the ωB97M-V functional and the def2-TZVPD basis) of C30H36CoP2S4Sb2 as an isolated structure.

Structure (ORCA input):
```
! RIJCOSX wB97M-V def2-TZVPD def2/J DEFGRID3
* xyz -1 1
Co 0.00987 -0.58500 1.68634
C -2.32907 2.08491 1.22052
P -1.90431 0.53241 2.07260
C -2.38283 0.97384 3.77783
C -3.29200 -0.56728 1.59756
C -2.99567 -1.93164 2.20973
P -1.32893 -2.42283 1.60174
C -0.97096 -3.92184 2.54653
C -1.74376 -3.13932 -0.01990
H -3.34620 2.38973 1.47563
H -2.25609 1.96420 0.13893
H -1.63139 2.85676 1.54436
H -3.47146 1.03527 3.83824
H -1.95483 1.94221 4.02913
H -2.00902 0.23809 4.48818
H -3.30374 -0.63080 0.50369
H -4.24893 -0.14836 1.92102
H -3.75881 -2.67801 1.97801
H -2.91567 -1.85202 3.29808
H -1.83470 -4.59071 2.49507
H -0.74679 -3.67253 3.58027
H -0.09320 -4.40555 2.12420
H -2.47949 -3.93812 0.09369
H -0.82872 -3.55608 -0.44302
H -2.13445 -2.38306 -0.69677
S 2.23928 -4.26939 4.42459
Sb 2.28650 -2.19842 3.49024
S 1.57560 -2.23859 1.19100
S 0.19385 -1.06999 3.91176
S 4.10155 -0.84140 3.66095
C -2.98659 -1.07171 -4.41055
C -2.89498 0.21033 -3.89039
C -1.95163 0.49946 -2.91201
C -1.09213 -0.48720 -2.43074
C -1.19478 -1.77099 -2.96586
C -2.13075 -2.06209 -3.94888
Sb 0.30530 0.01787 -0.86664
C 0.59609 2.00916 -1.59711
C 0.26656 3.14523 -0.86941
C 0.48160 4.41113 -1.40033
C 1.04013 4.55123 -2.66155
C 1.39281 3.42176 -3.38779
C 1.17408 2.15840 -2.85623
C 2.09149 -0.86357 -1.71395
C 2.04953 -1.44929 -2.97800
C 3.08018 -2.28220 -3.40692
C 4.13700 -2.55886 -2.55024
C 4.18802 -1.96749 -1.29505
C 3.16745 -1.13074 -0.86365
H -3.71720 -1.29734 -5.17731
H -3.55139 0.99235 -4.25217
H -1.87991 1.51353 -2.53307
H -0.52714 -2.55330 -2.62827
H -2.18905 -3.06453 -4.35504
H -0.11035 3.05201 0.13762
H 0.23278 5.28648 -0.81325
H 1.21761 5.53808 -3.07088
H 1.84712 3.52290 -4.36586
H 1.46957 1.28503 -3.42616
H 1.21516 -1.26149 -3.64263
H 3.04691 -2.71154 -4.40056
H 4.94059 -3.21048 -2.87127
H 5.01591 -2.16902 -0.62592
H 3.39076 -0.48042 -0.03780
C 2.51253 3.54421 2.49708
C 2.83818 2.74961 1.41626
C 2.14240 1.56606 1.18049
C 1.11040 1.09195 1.99585
C 0.83392 1.92049 3.09930
C 1.49752 3.11454 3.34166
H 3.04847 4.46513 2.69321
H 3.63652 3.03817 0.74127
H 2.45639 1.02079 0.30352
H 0.11961 1.59303 3.83922
H 1.23769 3.69685 4.21980
*
```

As for the energy: -144318.236 eV. The HOMO energy comes out at -4.17 eV.

=====

| no. | LUMO energy (eV) |
| --- | --- |
| 1 | -3.461 |
| 2 | 1.187 |
| 3 | 0.838 |
| 4 | 2.146 |